Computed, not measured: a structure of composition C30H55N4OP2PtS in a non-equilibrium geometry, with ωB97M-V/def2-TZVPD.

Output
HOMO level (alpha / beta) ... -13.74 / -17.75 eV
<S²> ... 6.03
E_tot ... -2669.48319 Ha

```
! wB97M-V def2-TZVPD RIJCOSX def2/J DEFGRID3
* xyz 3 5
C 2.3937 -1.3658 -1.1242
C 1.8591 0.8163 -1.9245
C 3.3684 -1.5156 -2.1174
C 2.6621 0.5891 -3.0669
C 3.4222 -0.5582 -3.1337
H 4.0076 -2.4010 -2.1321
H 2.6786 1.3156 -3.8729
H 4.0716 -0.7088 -3.9928
N 1.6477 -0.2438 -1.0658
P 0.5792 -2.2448 0.7654
P 0.4977 2.3793 -0.0499
C 2.2189 -2.3964 -0.0341
H 2.4333 -3.4080 -0.3822
H 2.9906 -2.2339 0.7253
C -0.9284 0.1897 2.0672
O -1.9476 -0.4279 2.3516
C 1.3500 2.1026 -1.6340
H 1.2019 2.7987 -2.4845
C -1.3022 3.2450 0.0425
C 1.9226 3.5529 0.5794
C -0.4934 -3.4684 -0.2221
C 0.9445 -3.0028 2.4739
C -2.4315 2.3223 0.5458
H -2.3478 2.1005 1.6144
H -3.3954 2.8384 0.3928
H -2.4760 1.3761 -0.0071
C -1.3604 4.4903 0.9239
H -1.1719 4.2372 1.9711
H -0.6810 5.2851 0.6047
H -2.3825 4.9023 0.8806
C -1.6656 3.5627 -1.3982
H -2.6535 4.0537 -1.4233
H -0.9549 4.1981 -1.9399
H -1.7583 2.6075 -1.9222
C 1.7743 4.0313 2.0249
H 1.9325 3.2234 2.7436
H 2.5410 4.7990 2.2316
H 0.8133 4.4996 2.2453
C 3.2279 2.7610 0.4892
H 3.0991 1.7339 0.8463
H 3.6271 2.7162 -0.5244
H 3.9887 3.2493 1.1121
C 1.9913 4.7872 -0.3104
H 2.3875 4.5409 -1.2934
H 1.0363 5.2964 -0.4404
H 2.6915 5.5141 0.1339
C -0.3594 -3.4787 3.1342
H -0.1759 -3.6481 4.2071
H -1.1677 -2.7418 3.0532
H -0.7155 -4.4324 2.7301
C 1.5917 -1.9229 3.3491
H 2.5201 -1.5452 2.9034
H 0.9270 -1.0690 3.5200
H 1.8453 -2.3672 4.3246
C 1.9707 -4.1458 2.4084
H 2.9787 -3.7681 2.2007
H 2.0044 -4.6380 3.3918
H 1.7451 -4.9153 1.6682
C -0.2990 -3.1855 -1.7226
H 0.6845 -3.5289 -2.0759
H -1.0619 -3.7301 -2.3022
H -0.4063 -2.1204 -1.9621
C -1.9759 -3.3147 0.1586
H -2.3139 -2.2694 0.0939
H -2.5971 -3.9203 -0.5305
H -2.1880 -3.7004 1.1690
C -0.0855 -4.9348 0.0409
H 0.9752 -5.1279 -0.1777
H -0.3088 -5.2569 1.0673
H -0.6694 -5.5943 -0.6263
Pt 0.2802 0.0597 0.5416
N -2.8484 -0.4627 -1.4331
C -2.8723 -0.3908 -2.6158
C -2.7859 -0.0823 -4.0691
C -1.8839 1.1479 -4.1779
C -2.2208 -1.3195 -4.7840
C -4.1945 0.2511 -4.5531
H -2.4100 1.9323 -3.6124
H -0.9158 0.9600 -3.6772
H -1.7528 1.4672 -5.2257
H -2.8402 -2.2102 -4.5503
H -2.1941 -1.2433 -5.8851
H -1.1884 -1.4844 -4.4354
H -4.2270 0.4391 -5.6406
H -4.8463 -0.6065 -4.3462
H -4.5846 1.1353 -4.0211
N -1.3251 -0.2420 5.0441
C -0.3528 0.6357 4.7976
N 0.5405 0.9462 5.7415
S -0.2914 1.5271 3.2783
H -1.2606 -0.8265 5.8644
H -1.9569 -0.5052 4.2787
H 1.3518 1.5183 5.5141
H 0.4514 0.5690 6.6746
*
```

Quick look at the Löwdin charges, all values in e: C -0.326; C -0.304; C 0.035; C 0.049; C -0.042; H 0.145; H 0.149; H 0.131; N -0.054; P 1.031; P 1.060; C -0.241; H 0.113; H 0.104; C -0.760; O -0.021; C -0.139; H 0.124; C -0.622; C -0.651; C -0.643; C -0.650; C -0.105; H 0.042; H 0.123; H 0.035; C -0.076; H 0.065; H 0.081; H 0.118; C -0.095; H 0.119; H 0.095; H 0.045; C -0.105; H 0.046; H 0.112; H 0.060; C -0.083; H 0.071; H 0.089; H 0.113; C -0.062; H 0.083; H 0.077; H 0.119; C -0.073; H 0.104; H 0.062; H 0.079; C -0.098; H 0.087; H 0.021; H 0.113; C -0.064; H 0.089; H 0.117; H 0.067; C -0.084; H 0.090; H 0.110; H 0.054; C -0.086; H 0.036; H 0.111; H 0.078; C -0.068; H 0.082; H 0.074; H 0.119; Pt 1.001; N 0.182; C -0.129; C -0.604; C -0.041; C -0.035; C -0.033; H 0.070; H 0.074; H 0.115; H 0.104; H 0.107; H 0.076; H 0.111; H 0.102; H 0.101; N 0.203; C -0.652; N 0.186; S 1.037; H 0.153; H 0.109; H 0.140; H 0.152



Computed, not measured: the molecule C17H16FN3O4S in a non-equilibrium geometry, with ωB97M-V/def2-TZVPD.

Output
Structure (SMILES) ... Cc1cc2c(cc1S(=O)(=O)Nc1cccc(F)c1)n(C)c(=O)c(=O)n2C
HOMO level ... -8.67 eV
E_tot ... -1620.72991 Ha

```
! wB97M-V def2-TZVPD RIJCOSX def2/J DEFGRID3
* xyz 0 1
C -2.8745 2.0558 -1.0438
C -1.7187 1.6224 -0.2078
C -1.6997 1.8140 1.1657
C -0.6129 1.4306 1.9518
C 0.5103 0.8449 1.3338
C 0.4861 0.6428 -0.0448
C -0.6123 1.0139 -0.7891
S -0.6162 0.7439 -2.5593
O -0.3464 1.9839 -3.2228
O -1.7808 0.0023 -2.9359
N 0.7666 -0.1955 -2.8174
C 0.7306 -1.5837 -2.7517
C 1.5572 -2.3620 -3.5605
C 1.5389 -3.7404 -3.4578
C 0.7008 -4.3723 -2.5549
C -0.1115 -3.5835 -1.7613
F -0.9289 -4.1760 -0.8681
C -0.1112 -2.2040 -1.8340
N 1.6087 0.4866 2.0949
C 2.7692 -0.1064 1.4603
C 1.6652 0.6802 3.4524
O 2.6403 0.3805 4.1049
C 0.4509 1.2837 4.1207
O 0.4330 1.4583 5.3185
N -0.6154 1.6191 3.3207
C -1.7767 2.1876 3.9770
H -3.3547 1.1886 -1.4943
H -2.5214 2.6819 -1.8616
H -3.6027 2.6047 -0.4526
H -2.5555 2.2782 1.6252
H 1.3197 0.1925 -0.5530
H 1.3481 0.1942 -3.5437
H 2.2107 -1.8792 -4.2717
H 2.1808 -4.3305 -4.0933
H 0.6680 -5.4455 -2.4649
H -0.7726 -1.6298 -1.2082
H 3.4975 -0.2976 2.2477
H 3.1994 0.5797 0.7304
H 2.5039 -1.0469 0.9767
H -2.6561 1.5681 3.8010
H -1.5597 2.2105 5.0442
H -1.9583 3.2038 3.6266
*
```

Quick look at the Löwdin charges, all values in e: C -0.036; C -0.241; C 0.044; C -0.115; C -0.117; C 0.005; C -0.230; S 0.683; O -0.273; O -0.261; N -0.061; C -0.296; C -0.032; C -0.075; C -0.018; C -0.261; F 0.067; C 0.038; N -0.012; C -0.004; C -0.324; O 0.110; C -0.320; O 0.113; N -0.010; C -0.009; H 0.086; H 0.086; H 0.086; H 0.109; H 0.099; H 0.123; H 0.110; H 0.108; H 0.116; H 0.114; H 0.093; H 0.105; H 0.104; H 0.104; H 0.092; H 0.104



Computed, not measured: a cluster of 2 separate species, C5H11ClN in total in a non-equilibrium geometry, with ωB97M-V/def2-TZVPD.

Output
HOMO level (alpha / beta) ... -15.46 / -14.28 eV
E_tot ... -711.59252 Ha

```
! wB97M-V def2-TZVPD RIJCOSX def2/J DEFGRID3
* xyz 1 1
C -0.1715 0.4129 0.1072
C 1.6413 1.3192 1.1941
C -0.8030 -0.7324 -1.8646
C -1.0750 -1.8734 0.2446
C 0.1367 1.1323 1.2665
N -0.6454 -0.5980 -0.3870
Cl 1.2347 2.0339 -2.3296
H 2.1854 1.8721 2.0190
H 2.1433 0.4641 1.2128
H 2.0873 1.9007 0.3675
H -1.9987 -0.7947 -1.9864
H -0.3196 -1.5934 -2.4053
H -0.3012 0.0910 -2.2083
H -2.1891 -1.6910 0.2501
H -0.5737 -1.8105 1.2529
H -0.7123 -2.8278 -0.2934
H -0.2925 0.6657 2.1322
H -0.3467 2.0293 1.4276
*
```

Quick look at the Löwdin charges, all values in e: C 0.036; C -0.072; C 0.001; C 0.031; C -0.153; N -0.145; Cl 0.178; H 0.126; H 0.031; H 0.060; H 0.172; H 0.130; H -0.049; H 0.131; H 0.117; H 0.142; H 0.142; H 0.122



Computed, not measured: a structure of composition C39H44As2BFN11O14S3Tl in a non-equilibrium geometry, with ωB97M-V/def2-TZVPD.

Output
HOMO level (alpha / beta) ... -3.65 / -3.65 eV
E_tot ... -9131.60690 Ha

```
! wB97M-V def2-TZVPD RIJCOSX def2/J DEFGRID3
* xyz -2 1
Tl -1.4408 2.1118 -2.4543
B -1.1081 5.4963 1.1950
N -1.0074 4.2335 2.0305
C -1.3154 4.0487 3.3121
C -0.9146 2.7509 3.7395
C -0.4815 2.2243 2.5127
N -0.5750 3.0657 1.5137
N -1.8506 5.1997 -0.1670
C -3.1114 4.8799 -0.4565
C -3.2713 4.8215 -1.8443
C -2.0395 5.1991 -2.3596
N -1.2163 5.4762 -1.3472
H -0.0202 6.0280 0.9790
H -1.8137 6.2028 1.7994
H -1.7185 4.9350 3.8085
H -1.0230 2.1428 4.6475
H -0.2844 1.1950 2.3469
H -3.7404 4.4770 0.2931
H -4.1449 4.3233 -2.3187
H -1.6233 5.2400 -3.3770
C 3.3424 2.6695 2.6389
O 3.2856 1.3090 2.1649
C 3.1107 0.3477 3.1130
O 3.1331 0.5607 4.2958
C 2.6159 -0.9688 2.5363
C 2.9454 -2.1078 3.2158
As 4.8218 -2.5146 3.0820
C 5.6806 -0.8922 3.7144
C 4.9449 -2.1136 1.0874
C 3.9595 -1.5886 0.2923
As 2.0226 -1.2051 0.7151
C 1.9079 0.4913 -0.1857
C 4.2876 -1.3471 -1.1457
O 4.9768 -0.3350 -1.3530
O 3.9654 -2.1610 -2.1394
C 3.3026 -3.3854 -1.7825
C 6.2211 -2.6384 0.4655
O 6.2885 -3.2510 -0.5663
O 7.2359 -2.4684 1.2827
C 8.4780 -2.9779 0.8362
C 2.0254 -3.2165 3.1818
O 2.1921 -4.4122 3.1135
O 0.7641 -2.7251 3.3952
C -0.2855 -3.6735 3.1861
H 3.0467 3.3183 1.8095
H 4.4239 2.9167 2.9276
H 2.7362 2.8553 3.5191
H 5.5141 -0.8992 4.7823
H 5.4824 0.0886 3.3829
H 6.7404 -1.0606 3.5581
H 2.8333 1.0323 -0.2497
H 1.1260 0.9340 0.4100
H 1.5773 0.2349 -1.1897
H 2.8340 -3.7537 -2.7173
H 2.5170 -3.2540 -1.0263
H 4.0467 -4.0182 -1.4711
H 8.4150 -3.1066 -0.2702
H 8.8148 -3.8724 1.2594
H 9.2400 -2.2637 0.9824
H -0.2478 -4.0471 2.1277
H -1.1978 -3.0975 3.1674
H -0.3436 -4.5670 3.8192
N -4.7599 -5.0918 1.2467
C -4.0076 -4.4573 0.2955
C -4.6435 -3.6144 -0.6033
C -3.9370 -3.0149 -1.5945
C -2.5745 -3.1199 -1.6954
C -1.9084 -3.9864 -0.8302
C -2.6554 -4.6572 0.1560
S -1.6616 -2.4236 -3.1076
O -0.2753 -2.5048 -2.7992
O -2.1238 -3.2562 -4.1962
N -2.0559 -0.8424 -3.1564
C -3.0618 -0.3213 -3.8444
S -4.1986 -1.2273 -4.9017
C -5.0929 0.2593 -5.2982
C -4.4370 1.2503 -4.6356
N -3.3462 0.9175 -3.8423
H -5.5599 -4.5418 1.6300
H -4.2717 -5.4834 2.0717
H -5.7432 -3.5049 -0.5104
H -4.4870 -2.5608 -2.4077
H -0.8489 -4.0212 -0.8648
H -2.1026 -5.3655 0.7913
H -5.9595 0.2371 -5.9342
H -4.7753 2.3161 -4.6911
F -6.3450 -2.3710 2.0271
C -5.8833 -1.2495 1.3934
C -4.5424 -0.9908 1.4474
N -4.0402 0.0365 0.6689
C -2.5777 -0.0622 0.4175
C -1.6903 -0.5587 1.6631
O -2.1993 -0.7174 2.7740
O -0.5122 -0.6238 1.1918
C -4.8592 0.6375 -0.2114
O -4.4550 1.4345 -1.0164
N -6.2231 0.4364 -0.0521
C -6.8356 -0.5811 0.6370
O -7.9867 -0.8044 0.5640
H -3.9040 -1.6474 2.0850
H -2.2311 0.8916 0.0832
H -2.4982 -0.7879 -0.3859
H -6.7467 1.0693 -0.5624
C 3.2357 2.0110 -4.1174
N 2.7329 3.0345 -3.2313
C 3.3039 3.4224 -2.0439
C 2.3921 4.1949 -1.4045
N 1.2928 4.3205 -2.1769
C 1.5142 3.6074 -3.3130
S 0.3846 3.4616 -4.5976
H 2.6109 1.2189 -4.1364
H 4.2207 1.7316 -3.6634
H 3.3289 2.3769 -5.1103
H 4.1106 2.9530 -1.6283
H 2.3203 4.7468 -0.4872
H 0.4885 4.9361 -1.9112
*
```

Here are the Löwdin charges for atoms 1 to 99, given in e: Tl 0.818; B -0.460; N -0.122; C -0.125; C -0.049; C -0.217; N 0.076; N -0.054; C -0.111; C -0.141; C -0.283; N 0.003; H 0.054; H 0.043; H 0.100; H 0.088; H 0.061; H 0.114; H 0.098; H 0.071; C -0.033; O -0.090; C -0.521; O 0.111; C -0.268; C -0.360; As 1.329; C -0.311; C -0.230; C -0.254; As 1.369; C -0.256; C -0.544; O 0.063; O 0.001; C -0.031; C -0.544; O 0.109; O -0.055; C -0.042; C -0.585; O 0.058; O -0.064; C -0.062; H 0.082; H 0.109; H 0.085; H 0.022; H 0.011; H 0.011; H 0.015; H 0.005; H 0.038; H 0.111; H 0.060; H 0.051; H 0.107; H 0.074; H 0.074; H 0.094; H 0.070; H 0.090; N 0.084; C -0.373; C -0.047; C -0.087; C -0.273; C -0.036; C -0.032; S 0.546; O -0.327; O -0.356; N -0.148; C -0.784; S 0.965; C -0.393; C -0.273; N -0.107; H 0.092; H 0.100; H 0.132; H 0.089; H 0.094; H 0.111; H 0.040; H 0.111; F 0.030; C -0.195; C 0.075; N 0.050; C -0.012; C -0.637; O -0.008; O -0.157; C -0.486; O 0.055; N 0.235; C -0.501; O 0.114



Computed, not measured: the ion C10H18N3O with charge +1 in a non-equilibrium geometry, with ωB97M-V/def2-TZVPD.

Output
HOMO level ... -11.91 eV
E_tot ... -630.85146 Ha

```
! wB97M-V def2-TZVPD RIJCOSX def2/J DEFGRID3
* xyz 1 1
C 0.1277 1.8703 0.8434
C -0.3659 0.8909 1.9315
C 1.3395 1.8974 -0.0095
C -1.0997 0.8329 0.9050
C 2.7181 -0.0007 0.3993
C -3.1208 1.2779 -0.5887
C -2.7557 -0.9976 0.3755
C 3.2960 1.5820 -1.2130
C 0.8769 -3.2103 0.1910
C -2.0843 0.2648 -0.1549
N 2.2357 1.0374 -0.4013
N 1.0123 -1.7618 0.1435
N 2.2640 -1.1406 0.5938
O -1.2149 -0.0795 -1.2253
H -0.1560 2.9224 0.9549
H -0.0092 0.6016 2.9494
H 1.4462 2.9388 -0.3564
H -4.0066 1.2036 0.0800
H -3.4727 1.0543 -1.5530
H -2.6964 2.2572 -0.5109
H -2.1531 -1.8169 0.7091
H -3.3384 -1.4697 -0.4629
H -3.5515 -0.9317 1.0752
H 3.6682 0.7188 -1.7956
H 2.8663 2.4233 -1.7622
H 4.2047 1.7293 -0.5471
H 1.0473 -3.5574 1.2332
H -0.0347 -3.5000 -0.1704
H 1.6865 -3.6756 -0.3691
H 0.5006 -1.3632 -0.6281
H 2.6829 -1.7776 1.2851
H -1.9129 -0.2202 -1.9216
*
```

Quick look at the Löwdin charges, all values in e: C -0.111; C 0.077; C 0.008; C -0.025; C -0.048; C 0.008; C -0.016; C -0.021; C -0.079; C -0.561; N -0.140; N -0.049; N 0.062; O -0.029; H 0.117; H 0.141; H 0.149; H 0.116; H 0.079; H 0.088; H 0.072; H 0.115; H 0.079; H 0.110; H 0.107; H 0.127; H 0.096; H 0.054; H 0.083; H 0.093; H 0.166; H 0.131



Results for relative energy (zero: lowest compared OMol25 entry of this formula, charge and spin): 29.9, 0.0, 136.2, 15.8, 201.3 (in kcal per mole, following the order of the records).